Density functional theory data (ωB97M-V/def2-TZVPD) for a structure of composition C26H29BN9O4SeSiY at a distorted geometry.

Last column: Löwdin charge in e.
Cartesian coordinates (Å):
Y (0.066, -0.541, -0.022)  1.219
C (-3.621, -3.184, -0.058)  -0.042
C (-3.019, -1.931, -0.132)  -0.129
N (-1.693, -2.059, -0.154)  -0.057
N (-1.425, -3.375, -0.096)  -0.022
C (-2.567, -4.071, -0.038)  -0.066
B (-0.003, -3.950, -0.166)  -0.514
N (0.810, -3.471, 1.054)  -0.018
C (1.291, -4.227, 2.048)  -0.060
C (2.094, -3.439, 2.847)  -0.039
C (2.050, -2.185, 2.247)  -0.130
N (1.264, -2.211, 1.171)  -0.024
N (0.678, -3.394, -1.418)  -0.028
C (1.305, -4.077, -2.383)  -0.063
C (1.806, -3.175, -3.297)  -0.044
C (1.429, -1.930, -2.799)  -0.112
N (0.747, -2.077, -1.667)  -0.045
H (-4.668, -3.404, -0.021)  0.093
H (-3.490, -0.962, -0.160)  0.091
H (-2.564, -5.142, 0.016)  0.120
H (-0.040, -5.131, -0.193)  0.121
H (1.042, -5.266, 2.127)  0.122
H (2.630, -3.720, 3.729)  0.097
H (2.557, -1.286, 2.548)  0.108
H (1.352, -5.146, -2.365)  0.120
H (2.360, -3.382, -4.190)  0.093
H (1.629, -0.951, -3.199)  0.111
O (4.282, 3.188, -0.005)  0.055
C (3.720, 3.343, -1.217)  -0.269
C (4.339, 4.172, -2.150)  -0.015
C (3.758, 4.392, -3.383)  -0.086
C (2.556, 3.785, -3.719)  -0.093
C (1.965, 2.915, -2.826)  -0.023
C (2.546, 2.670, -1.584)  -0.080
C (1.925, 1.663, -0.700)  -0.466
O (1.373, 0.649, -1.229)  -0.250
N (2.004, 1.875, 0.605)  0.045
N (1.286, 0.991, 1.375)  -0.047
C (1.469, 1.125, 2.648)  -0.062
C (0.854, 0.303, 3.668)  -0.168
C (1.441, 0.245, 4.938)  -0.031
C (0.995, -0.632, 5.904)  -0.075
C (-0.059, -1.487, 5.622)  -0.067
C (-0.695, -1.416, 4.398)  0.005
C (-0.261, -0.524, 3.423)  -0.286
O (-0.922, -0.489, 2.235)  -0.211
H (3.651, 2.679, 0.548)  0.067
H (5.266, 4.652, -1.880)  0.114
H (4.245, 5.047, -4.091)  0.102
H (2.087, 3.989, -4.671)  0.098
H (1.031, 2.421, -3.059)  0.103
H (2.195, 1.870, 2.984)  0.136
H (2.291, 0.877, 5.143)  0.114
H (1.470, -0.660, 6.875)  0.105
H (-0.390, -2.204, 6.354)  0.106
H (-1.526, -2.062, 4.162)  0.123
C (-2.584, 3.439, -3.379)  -0.237
Si (-3.329, 2.509, -1.877)  0.296
C (-3.969, 3.722, -0.542)  -0.217
C (-4.763, 1.365, -2.452)  -0.212
Se (-1.426, 1.417, -1.051)  0.549
H (-3.306, 4.098, -3.846)  0.019
H (-2.234, 2.731, -4.125)  0.021
H (-1.732, 4.031, -3.056)  0.017
H (-4.728, 4.377, -0.959)  0.021
H (-3.158, 4.335, -0.162)  0.024
H (-4.405, 3.189, 0.298)  0.018
H (-5.520, 1.965, -2.947)  0.021
H (-5.237, 0.860, -1.615)  0.014
H (-4.422, 0.611, -3.155)  0.022
O (-2.361, 0.786, 1.025)  -0.288
N (-1.739, 0.875, 2.047)  0.088

Its net charge is 0. Its energy relative to the best compared isomer or geometry (same formula, charge and spin) is 57.1 kcal per mole. As for the spin multiplicity: 1. As for the HOMO-LUMO gap (alpha / beta): 6.85 / 6.85 eV. The calculation puts the total energy at -4556.22654 a.u.

***

Density functional theory data (ωB97M-V/def2-TZVPD) for a structure of composition C34H74AlFN3Si at a distorted geometry.

Last column: Löwdin charge in e.
Cartesian coordinates (Å):
C (2.177, 0.732, 2.074)  -0.161
Si (1.004, 1.790, 1.026)  0.584
C (1.859, 3.443, 0.761)  -0.171
C (-0.571, 1.996, 2.030)  -0.237
C (-1.401, 3.259, 1.702)  -0.234
C (-2.688, 2.960, 0.921)  -0.220
C (-2.559, 3.101, -0.574)  -0.224
C (-3.853, 2.896, -1.348)  -0.209
C (-4.500, 1.501, -1.175)  -0.217
C (-5.572, 1.521, -0.083)  -0.308
C (-5.918, 0.196, 0.623)  -0.290
Al (-4.359, -0.960, 1.131)  0.134
F (-4.833, -2.198, 2.224)  -0.340
C (0.806, 0.874, -0.602)  -0.245
C (-0.341, 0.144, -0.942)  -0.083
C (-0.425, -0.536, -2.157)  -0.086
C (0.652, -0.496, -3.040)  -0.097
C (1.794, 0.236, -2.722)  -0.100
C (1.877, 0.916, -1.510)  -0.126
H (1.588, 0.038, 2.663)  0.020
H (2.839, 1.320, 2.697)  0.022
H (2.780, 0.133, 1.400)  0.018
H (1.917, 3.936, 1.726)  0.034
H (1.375, 4.104, 0.055)  0.010
H (2.884, 3.260, 0.457)  0.023
H (-0.204, 2.088, 3.050)  0.071
H (-1.203, 1.116, 2.024)  0.040
H (-1.698, 3.724, 2.634)  0.095
H (-0.784, 3.982, 1.175)  0.079
H (-3.453, 3.644, 1.277)  0.110
H (-3.014, 1.962, 1.181)  0.050
H (-2.203, 4.109, -0.787)  0.102
H (-1.784, 2.434, -0.945)  0.090
H (-3.648, 3.114, -2.392)  0.094
H (-4.584, 3.629, -1.011)  0.103
H (-3.697, 0.801, -0.960)  0.062
H (-4.940, 1.238, -2.129)  0.100
H (-5.332, 2.273, 0.656)  0.080
H (-6.476, 1.886, -0.574)  0.091
H (-6.415, 0.465, 1.556)  0.034
H (-6.660, -0.360, 0.054)  0.034
H (-3.244, -0.075, 1.909)  -0.070
H (-3.767, -1.704, -0.186)  -0.096
H (-1.168, 0.115, -0.251)  0.086
H (-1.318, -1.095, -2.365)  0.102
H (0.603, -1.031, -3.974)  0.094
H (2.627, 0.264, -3.405)  0.092
H (2.750, 1.490, -1.242)  0.089
C (0.490, 3.776, -2.932)  -0.081
C (1.029, 4.422, -4.196)  -0.262
N (1.812, 5.617, -3.929)  -0.198
C (2.110, 6.391, -5.117)  -0.256
C (2.998, 5.758, -6.198)  -0.089
C (2.902, 5.440, -2.987)  -0.241
C (3.972, 4.385, -3.305)  -0.078
H (-0.086, 4.490, -2.340)  0.081
H (-0.165, 2.943, -3.189)  0.082
H (1.289, 3.373, -2.314)  0.038
H (0.188, 4.713, -4.832)  0.118
H (1.595, 3.663, -4.761)  0.102
H (2.555, 7.340, -4.804)  0.109
H (1.153, 6.657, -5.577)  0.108
H (4.046, 5.727, -5.902)  0.053
H (2.940, 6.352, -7.113)  0.066
H (2.680, 4.745, -6.445)  0.064
H (2.469, 5.195, -2.015)  0.090
H (3.382, 6.412, -2.842)  0.113
H (3.529, 3.448, -3.646)  0.062
H (4.546, 4.164, -2.402)  0.069
H (4.679, 4.725, -4.060)  0.052
C (-2.491, -1.495, 5.189)  -0.083
C (-1.363, -2.478, 4.931)  -0.262
N (-0.220, -2.285, 5.814)  -0.201
C (0.963, -3.007, 5.396)  -0.257
C (0.919, -4.541, 5.399)  -0.089
C (-0.518, -2.315, 7.231)  -0.256
C (-1.178, -3.577, 7.807)  -0.087
H (-2.123, -0.469, 5.138)  0.079
H (-3.261, -1.617, 4.426)  0.059
H (-2.964, -1.647, 6.161)  0.063
H (-1.013, -2.332, 3.905)  0.119
H (-1.767, -3.502, 4.975)  0.103
H (1.804, -2.675, 6.012)  0.107
H (1.200, -2.676, 4.380)  0.105
H (0.973, -4.951, 6.408)  0.051
H (1.776, -4.934, 4.847)  0.066
H (0.018, -4.921, 4.920)  0.066
H (-1.165, -1.464, 7.455)  0.098
H (0.410, -2.113, 7.774)  0.110
H (-1.995, -3.930, 7.178)  0.067
H (-1.596, -3.355, 8.792)  0.066
H (-0.468, -4.394, 7.936)  0.050
C (2.980, -7.232, -1.575)  -0.097
C (2.029, -6.141, -1.105)  -0.279
N (2.343, -4.838, -1.653)  -0.199
C (1.632, -3.745, -1.004)  -0.238
C (0.106, -3.700, -1.125)  -0.077
C (2.412, -4.770, -3.100)  -0.251
C (1.170, -5.183, -3.905)  -0.082
H (4.016, -6.958, -1.369)  0.077
H (2.761, -8.163, -1.049)  0.069
H (2.882, -7.432, -2.643)  0.061
H (2.102, -6.066, -0.018)  0.116
H (0.995, -6.458, -1.322)  0.102
H (2.045, -2.802, -1.376)  0.105
H (1.890, -3.773, 0.059)  0.110
H (-0.210, -3.384, -2.117)  0.044
H (-0.293, -2.971, -0.419)  0.072
H (-0.361, -4.659, -0.899)  0.070
H (3.250, -5.391, -3.429)  0.097
H (2.695, -3.750, -3.372)  0.111
H (0.730, -6.109, -3.532)  0.065
H (1.450, -5.352, -4.948)  0.068
H (0.400, -4.414, -3.898)  0.053

Its net charge is -1. As for the spin multiplicity: 1. As for the HOMO-LUMO gap: 7.26 eV. The calculation puts the total energy at -2136.04188 a.u.

***

Density functional theory data (ωB97M-V/def2-TZVPD) for a structure of composition C38H43Br2F12I3NO23PS7 at a distorted geometry.

Last column: Löwdin charge in e.
Cartesian coordinates (Å):
C (2.597, -1.267, 3.172)  -0.209
C (1.599, -1.309, 2.029)  -0.687
Br (1.426, 0.458, 1.217)  0.890
C (1.837, -2.460, 1.004)  -0.589
Br (3.337, -3.639, 1.559)  0.710
C (1.918, -2.088, -0.466)  -0.202
C (2.976, -1.433, -1.131)  -0.217
C (4.294, -0.896, -0.486)  -0.154
P (4.508, 0.987, -0.684)  0.441
O (4.847, 1.708, 0.533)  -0.281
O (5.801, 1.219, -1.670)  -0.211
O (3.237, 1.626, -1.424)  -0.177
C (2.913, -1.216, -2.494)  -0.517
S (4.223, -0.469, -3.428)  0.907
C (1.792, -1.577, -3.185)  -0.145
C (0.789, -2.158, -2.535)  -0.404
C (0.790, -2.468, -1.210)  -0.227
N (-0.376, -3.101, -0.655)  -0.082
C (-0.484, -4.584, -0.654)  -0.694
I (1.402, -5.646, -0.536)  1.026
C (-1.305, -5.237, -1.821)  -0.776
C (-0.489, -5.775, -3.029)  -0.304
I (-2.221, -7.027, -0.947)  0.827
C (-1.600, -2.443, -0.957)  -0.175
C (-2.496, -2.160, 0.041)  -0.082
C (-2.104, -2.543, 1.455)  -0.109
C (-1.781, -1.267, 2.263)  -0.808
O (-1.304, -0.308, 1.781)  -0.046
I (-2.310, -1.373, 4.382)  0.849
C (-3.699, -1.563, -0.260)  -0.104
C (-4.624, -1.270, 0.924)  -0.090
C (-4.838, 0.236, 1.193)  -0.226
O (-3.601, 0.907, 1.028)  -0.064
C (-4.018, -1.238, -1.570)  -0.127
S (-5.568, -0.440, -1.972)  0.804
O (-6.583, -0.730, -1.018)  -0.259
O (-6.018, -0.765, -3.287)  -0.256
C (-5.393, 1.442, -1.945)  -0.672
F (-5.607, 1.953, -3.139)  0.164
F (-4.226, 1.826, -1.456)  0.152
F (-6.331, 1.959, -1.159)  0.148
C (-3.094, -1.531, -2.586)  -0.182
C (-3.315, -1.200, -4.054)  -0.113
C (-3.439, 0.347, -4.270)  -0.046
C (-2.491, 0.921, -5.316)  -0.425
F (-3.078, 2.042, -5.817)  0.120
F (-2.324, 0.104, -6.387)  0.124
C (-1.079, 1.299, -4.812)  -0.339
F (-0.455, 1.933, -5.847)  0.127
F (-0.334, 0.232, -4.532)  0.141
C (-1.037, 2.258, -3.577)  -0.336
F (-2.149, 2.990, -3.418)  0.170
F (-0.869, 1.495, -2.480)  0.164
C (0.162, 3.261, -3.614)  -0.550
F (-0.066, 4.287, -4.418)  0.196
F (1.318, 2.668, -3.899)  0.184
F (0.279, 3.761, -2.376)  0.180
C (-1.926, -2.120, -2.257)  -0.342
S (-0.686, -2.550, -3.469)  1.134
H (2.320, -0.416, 3.802)  0.079
H (3.619, -1.145, 2.843)  0.046
H (2.443, -2.161, 3.802)  0.041
H (0.649, -1.505, 2.529)  0.056
H (0.960, -3.101, 1.088)  0.048
H (5.170, -1.359, -0.959)  0.087
H (4.366, -1.077, 0.586)  0.058
H (6.347, 0.420, -1.689)  0.055
H (3.451, 1.820, -2.352)  0.050
H (3.560, -0.029, -4.519)  -0.087
H (1.740, -1.372, -4.249)  0.105
H (-0.984, -4.873, 0.275)  0.016
H (-2.150, -4.650, -2.174)  0.051
H (-0.178, -6.809, -2.900)  0.017
H (-1.197, -5.781, -3.873)  0.076
H (0.316, -5.101, -3.325)  0.028
H (-1.319, -3.297, 1.511)  0.112
H (-2.989, -2.990, 1.924)  0.097
H (-4.278, -1.687, 1.869)  0.074
H (-5.576, -1.765, 0.705)  0.124
H (-5.673, 0.657, 0.629)  0.088
H (-5.120, 0.299, 2.258)  0.124
H (-3.634, 1.753, 1.492)  0.110
H (-2.528, -1.571, -4.713)  0.068
H (-4.241, -1.669, -4.395)  0.120
H (-3.260, 0.828, -3.308)  0.100
H (-4.445, 0.537, -4.641)  0.124
C (-0.977, 2.910, -9.540)  -0.165
C (-0.222, 1.604, -9.433)  -0.172
O (0.043, 1.227, -10.789)  -0.186
S (0.249, 2.549, -11.679)  0.603
O (1.637, 2.799, -11.806)  -0.216
O (-0.610, 2.471, -12.799)  -0.213
O (-0.356, 3.604, -10.628)  -0.186
H (-2.026, 2.744, -9.795)  0.136
H (-0.916, 3.500, -8.629)  0.133
H (-0.796, 0.832, -8.925)  0.129
H (0.735, 1.739, -8.924)  0.133
C (0.112, -1.405, 8.381)  -0.160
C (1.071, -0.488, 7.642)  -0.174
O (2.081, -1.379, 7.136)  -0.179
S (1.428, -2.798, 6.793)  0.589
O (1.139, -2.835, 5.404)  -0.260
O (2.185, -3.809, 7.433)  -0.211
O (0.048, -2.597, 7.580)  -0.197
H (0.503, -1.679, 9.365)  0.139
H (-0.872, -0.974, 8.493)  0.109
H (1.517, 0.264, 8.277)  0.103
H (0.592, -0.002, 6.791)  0.126
C (-1.507, 4.340, 9.453)  -0.158
C (-1.635, 4.337, 7.945)  -0.158
O (-0.598, 3.454, 7.498)  -0.171
S (-0.377, 2.301, 8.585)  0.617
O (-1.108, 1.161, 8.175)  -0.219
O (0.997, 2.255, 8.916)  -0.203
O (-1.176, 2.988, 9.793)  -0.177
H (-0.690, 4.985, 9.782)  0.136
H (-2.427, 4.642, 9.946)  0.137
H (-1.508, 5.326, 7.512)  0.139
H (-2.594, 3.922, 7.627)  0.136
C (6.871, 3.923, 4.142)  -0.173
C (7.305, 2.586, 4.705)  -0.177
O (6.091, 1.852, 4.869)  -0.191
S (5.044, 2.282, 3.713)  0.610
O (5.104, 1.343, 2.662)  -0.251
O (3.824, 2.652, 4.337)  -0.224
O (5.808, 3.617, 3.239)  -0.179
H (6.477, 4.573, 4.927)  0.131
H (7.676, 4.434, 3.619)  0.133
H (7.825, 2.682, 5.655)  0.132
H (7.938, 2.043, 3.997)  0.132

Its net charge is 0. Its energy relative to the best compared isomer or geometry (same formula, charge and spin) is 26.8 kcal per mole. As for the spin multiplicity: 1. As for the HOMO-LUMO gap: 8.08 eV. The calculation puts the total energy at -13627.18837 a.u.

***

Look up the net charge of the first one. 0